1) Below is a gas-phase ion, C5H10N3 (charge +1), with properties calculated with ωB97M-V with the def2-TZVPD basis set.

```
18
Properties=species:S:1:pos:R:3
C 0.9924 0.2479 -1.6441
C 1.2629 0.7098 -0.1709
C 0.0792 0.4037 0.6556
C -0.0307 -0.6045 1.5477
N -1.3504 -0.6557 1.9644
C -2.0293 0.2959 1.3500
N -1.1923 0.9527 0.5628
N 0.7705 -1.1616 -1.7892
H 0.0687 0.7259 -1.9869
H 1.7514 0.7168 -2.2791
H 2.0360 0.0574 0.2043
H 1.6575 1.6924 -0.2654
H 0.7236 -1.0849 2.1465
H -1.8246 -1.3168 2.5612
H -3.0602 0.5524 1.5166
H -1.4914 1.6332 -0.1200
H 0.0432 -1.4405 -2.4194
H 1.5939 -1.7242 -1.8342
```

**HOMO**: -12.7 eV
**HOMO-LUMO gap**: 9.6 eV
**Structure (SMILES)**: NCCc1c[nH]c[nH+]1
**LUMO energy**: -0.112 hartree
**Charge**: +1

***

2) Below is 2 unconnected molecules or ions with the total composition C5H10N3, with properties calculated with ωB97M-V with the def2-TZVPD basis set.

```
18
Properties=species:S:1:pos:R:3
C 0.3428 1.9360 -0.4555
C -0.3203 -1.8106 1.4393
C 0.9316 1.1707 -1.4605
C -0.8232 0.3174 0.1994
C 0.0073 -0.5549 0.8893
N -1.4632 -2.4324 1.2682
N 2.2165 0.7430 -1.4600
N -1.9978 0.5989 -0.1117
H 1.0139 2.3052 0.4128
H -0.5453 2.4622 -0.5797
H 0.4329 -2.1827 1.9451
H 0.3443 0.5567 -2.1499
H 1.0753 -0.4410 0.8017
H -1.7473 -3.2421 1.6898
H 2.5897 0.0480 -2.1461
H -2.1653 -1.9529 0.8382
H -2.5858 1.3521 -0.4082
H 2.6937 1.1265 -0.7120
```

**HOMO**: -12.6 eV
**HOMO-LUMO gap**: 8.7 eV
**LUMO energy**: -0.144 hartree
**Charge**: +1

***

The calculated energies rank the structures as follows, beginning with the most stable: 1), 2).